1.
The molecule C4H4F2 at a distorted geometry, computed with the ωB97M-V functional and the def2-TZVPD basis.

The geometry in XYZ format:
```
10
Properties=species:S:1:pos:R:3:mulliken_charge:R:1
F 0.9058 -0.4591 1.2118 -0.28
F 0.4433 0.9002 -1.8823 -0.24
C -1.1486 -0.2428 0.1096 -0.41
C -1.6614 -0.8356 1.2220 -0.57
C 0.2741 0.0697 0.1136 0.40
C 1.0798 0.5444 -0.7624 -0.16
H -1.7357 0.0918 -0.6838 0.36
H -2.7333 -0.8656 1.5423 0.24
H -0.9948 -1.2967 1.8771 0.26
H 2.0584 0.8861 -0.7974 0.40
```

Properties
HOMO energy: -9.10 eV
Multiplicity: 1
Relative energy (zero: lowest compared OMol25 entry of this formula, charge and spin): 0.9436 eV
SMILES: C=C/C(F)=C\F
Strongest force on any atom: 0.08476 hartree/bohr
Frontier orbital gap: 9.722 eV
Net charge: 0


2.
A structure of composition C34H27Cl4GeN2O6Pb at a distorted geometry, computed with the ωB97M-V functional and the def2-TZVPD basis.

The geometry in XYZ format:
```
75
Properties=species:S:1:pos:R:3:mulliken_charge:R:1
Pb -1.4508 1.6123 0.7822 1.34
Ge 1.5138 -2.5198 -0.3549 2.00
Cl 5.3810 2.6321 2.6325 -0.11
Cl 5.3387 3.3446 -0.4125 -0.11
Cl 2.7087 3.3499 -2.0192 -0.10
Cl 2.8254 1.7512 4.1121 -0.13
O -0.5531 -1.7111 -1.0427 -0.55
O 0.4860 2.5970 -0.2839 -0.50
O -8.6039 4.4731 -1.7209 -0.54
O -1.3984 0.3659 -1.0844 -0.83
O -5.5181 4.4518 -2.4611 -0.62
O 0.5624 1.7488 2.2537 -0.66
N -2.5811 3.8637 0.4084 -0.25
N -6.7060 5.7590 -1.0328 -0.21
C 2.0187 -0.7026 -1.1240 -0.62
C 4.1712 -1.7799 0.9339 -0.35
C 2.8865 -5.5722 -2.8755 -0.64
C -5.6022 5.0682 -1.4097 0.29
C -3.6359 3.9648 -0.4136 -0.10
C 2.8172 2.1773 2.4762 -0.18
C 1.5176 2.5632 0.2710 -0.07
C 2.7971 -4.5947 -1.8835 -0.56
C 5.3077 -2.0601 1.7077 -0.69
C -0.2841 -4.3174 1.1058 -0.28
C 0.4847 -4.2071 -2.4777 -0.17
C 3.1221 -2.7072 0.8315 -0.11
C 0.2719 -3.0372 1.0856 0.21
C 3.8956 2.9283 0.3355 0.47
C -4.4349 5.0881 -0.4546 -0.09
C -2.2601 4.9166 1.1844 -0.17
C 1.7813 -5.8590 -3.6708 -0.48
C -0.2553 -2.0700 1.9574 -0.45
C 0.8659 -0.1580 -2.0008 -0.50
C -4.0946 6.1692 0.3425 -0.18
C 1.5566 2.1128 1.7659 0.74
C -7.9029 5.6909 -1.8594 -0.46
C -2.9827 6.0853 1.1702 -0.87
C 0.5818 -5.1805 -3.4708 -0.70
C 1.5960 -3.9040 -1.6805 0.20
C -0.4581 -0.5274 -1.3505 0.42
C -1.3551 -2.3458 2.7628 -0.75
C 4.3753 -4.1964 2.3016 -0.73
C 3.2415 -3.9188 1.5387 -0.13
C -1.9306 -3.6142 2.7353 -0.54
C 2.7654 2.9306 -0.3779 0.15
C -1.3796 -4.6027 1.9308 -0.74
C 3.9195 2.5583 1.8137 0.65
C 5.4056 -3.2630 2.3925 -0.53
H -8.1269 3.7891 -2.1966 0.35
H 6.2811 -3.4737 3.0024 0.38
H 2.4408 -4.6536 1.4946 0.32
H -2.8023 -3.8295 3.3448 0.39
H -8.5655 6.4791 -1.5354 0.37
H 0.8923 0.9204 -2.1517 0.22
H 4.1305 -0.8314 0.3953 0.28
H 3.8220 -6.1065 -3.0269 0.41
H -0.4517 -3.6822 -2.3179 0.40
H -1.8127 -5.5999 1.9251 0.39
H -3.8607 3.1203 -1.0645 0.56
H -2.6809 6.9179 1.7953 0.42
H 6.1183 -1.3351 1.7670 0.40
H -6.8179 6.0134 -0.0691 0.28
H 3.6653 -4.3724 -1.2656 0.31
H 0.8983 -0.6492 -2.9749 0.40
H -4.6815 7.0826 0.3004 0.53
H -7.5967 5.8644 -2.8791 0.33
H 0.2087 -1.0781 2.0054 0.64
H 0.1186 -5.0981 0.4667 0.43
H 2.2125 -0.0616 -0.2372 -0.27
H -1.3968 4.8006 1.8404 0.43
H 1.8551 -6.6136 -4.4505 0.38
H -0.2802 -5.4065 -4.0922 0.40
H 2.9450 -0.8343 -1.6869 0.64
H -1.7723 -1.5734 3.4081 0.43
H 4.4494 -5.1428 2.8326 0.41
```

Properties
HOMO energy: -10.18 eV
Multiplicity: 1
Relative energy (zero: lowest compared OMol25 entry of this formula, charge and spin): 2.3126 eV
Strongest force on any atom: 0.08435 hartree/bohr
Frontier orbital gap: 4.215 eV
Net charge: +1


3.
A structure of composition C37H59N3OPSSiTi, computed with the ωB97M-V functional and the def2-TZVPD basis.

The geometry in XYZ format:
```
104
Properties=species:S:1:pos:R:3:mulliken_charge:R:1
Ti 0.9565 0.5237 0.6797 -0.67
S 2.2666 -0.6227 2.2303 -0.40
P 2.1591 -0.0901 -1.5202 -0.75
Si -1.6828 -1.3644 0.3732 -0.12
O 0.4959 2.3530 1.4429 2.20
N -0.7543 0.1093 1.0390 1.01
N 0.5587 -1.1644 4.3147 0.24
N 1.4004 -2.9215 3.3149 0.06
C -2.5409 3.0685 3.4495 -1.03
C 2.5786 -1.7276 -2.2125 1.00
C -1.2909 3.2804 2.8729 -1.11
C 1.8807 1.5692 -3.8577 -1.38
C 3.2110 -2.7529 -1.2671 -0.64
C 2.0542 3.6971 2.7039 0.27
C -0.4640 -2.1833 -0.7644 -0.58
C 3.2339 -4.0850 -3.4346 -0.67
C 3.2257 2.0162 -0.1949 0.58
C 0.0787 -2.2932 5.1419 -0.55
C 0.6883 -3.5298 4.4524 -0.58
C 3.0762 -4.1460 -1.9037 -0.83
C -0.5596 2.6344 -3.0431 -0.95
C -2.0380 -2.4899 1.8087 -0.71
C 3.6502 0.9039 -1.1564 1.11
C 2.7214 4.9047 2.8808 -1.01
C 2.5378 5.9413 1.9751 -0.68
C -3.1554 -0.7227 -0.5455 -1.12
C 4.8063 0.1056 -0.5210 -0.98
C -2.6749 0.8792 2.4476 -0.77
C 0.0505 1.6267 -2.0704 0.65
C 3.4437 -1.5705 -3.4882 -0.80
C 1.1183 0.7647 -2.7775 0.10
C 1.2172 3.5908 1.6150 -0.95
C 0.3242 0.2053 4.7384 -0.43
C 0.4922 3.6501 -3.5157 -1.04
C 5.7187 1.0254 0.3122 -1.02
C -0.7788 2.2778 2.0855 1.43
C 1.6847 5.7904 0.8890 -1.02
C 1.9093 3.0582 -3.5260 0.22
C 5.7179 2.4455 -0.2416 -0.83
C 4.3311 3.0828 -0.0703 -1.02
C 1.3144 -1.6005 3.3346 0.24
C 4.1176 -2.9105 -3.8391 -0.89
C 0.9983 4.5966 0.6984 0.10
C -1.4322 1.0681 1.8554 -0.11
C -3.2243 1.8815 3.2377 -1.38
H -2.4642 -3.4109 1.4001 0.49
H 4.2098 -0.8022 -3.3514 0.21
H -4.1974 1.7316 3.6847 0.49
H 0.5956 -0.0639 -3.2683 0.92
H -0.7472 0.3722 4.8454 0.32
H 0.7224 0.8917 3.9966 -0.47
H 1.3646 1.4267 -4.8096 0.66
H -1.1106 -2.7633 2.3138 -0.03
H -3.8710 -0.1957 0.0834 0.41
H -2.9765 3.8459 4.0618 0.51
H 0.4711 4.5376 -2.8797 0.37
H 0.3022 4.4668 -0.1211 0.61
H 5.3793 -0.3805 -1.3117 0.55
H 4.4147 -0.6934 0.1151 0.03
H -0.0683 -4.2254 4.0955 0.33
H -0.7577 4.2070 3.0295 0.61
H 0.4932 2.2056 -1.2361 -0.04
H 3.0571 6.8784 2.1218 0.49
H -3.6825 -1.5685 -0.9957 0.45
H 2.2942 2.5040 -0.5064 -1.16
H 1.5385 6.6075 0.1954 0.52
H 6.7261 0.6129 0.3293 0.57
H 4.2648 -2.5114 -1.1273 0.53
H -1.4103 3.1400 -2.5857 0.45
H 3.6508 -5.0208 -3.8025 0.47
H 1.6016 -2.1195 -2.5142 0.81
H -3.2203 -0.0405 2.2993 0.36
H -0.3615 -1.6472 -1.7094 0.13
H 4.2501 3.5731 0.8996 0.41
H 0.8142 0.3813 5.6964 0.43
H 2.7527 -2.7323 -0.2725 -0.20
H 4.1619 3.8507 -0.8276 0.22
H -1.0105 -2.3019 5.1486 0.35
H 5.3827 1.0446 1.3546 0.30
H 3.0796 1.5784 0.8202 -0.08
H 2.3941 3.2137 -2.5551 -0.72
H 5.9998 2.4261 -1.2972 0.36
H -2.8662 -0.0534 -1.3578 0.33
H 2.2570 -3.9834 -3.9164 0.30
H 0.2295 3.9929 -4.5162 0.44
H 2.8866 1.1771 -4.0112 0.34
H 3.8338 -4.8017 -1.4733 0.48
H 2.8084 -1.2448 -4.3146 0.37
H -0.7262 0.9826 -1.6457 -0.96
H 3.9815 1.3672 -2.0897 1.16
H 2.5294 3.5845 -4.2509 0.71
H 5.0818 -2.9866 -3.3308 0.36
H 6.4661 3.0571 0.2599 0.58
H 2.0346 -3.4197 2.7111 0.23
H 1.3867 -4.0650 5.0922 0.38
H 0.4335 -2.1619 6.1637 0.41
H 2.1750 2.8759 3.3999 0.39
H 4.3327 -2.9299 -4.9065 0.50
H -0.8563 -3.1732 -1.0154 0.63
H 0.5239 -2.3441 -0.3224 -0.07
H -0.9594 2.0732 -3.8916 0.45
H 3.3803 5.0334 3.7288 0.49
H 2.1054 -4.5782 -1.6481 0.24
H -2.7439 -2.1107 2.5456 0.40
```

Properties
HOMO energy: -16.97 eV
Multiplicity: 1
Relative energy (zero: lowest compared OMol25 entry of this formula, charge and spin): 0.0000 eV
Strongest force on any atom: 0.01035 hartree/bohr
Frontier orbital gap: 7.321 eV
Net charge: +3


4.
The ion H3IO3P with charge +1 at a distorted geometry, computed with the ωB97M-V functional and the def2-TZVPD basis.

The geometry in XYZ format:
```
8
Properties=species:S:1:pos:R:3:mulliken_charge:R:1
I -2.6155 0.0526 -0.0143 0.28
P -0.2469 -0.2055 -0.0911 0.83
O 0.3955 -0.7881 -1.3310 -0.42
O 0.7771 1.4205 0.1009 -0.56
O -0.0755 -1.1688 1.0069 -0.30
H 0.7511 -0.1202 -2.0856 0.45
H 0.4978 -1.3725 1.6839 0.36
H 0.5164 2.1820 0.7303 0.36
```

Properties
HOMO energy: -15.23 eV
Multiplicity: 1
Relative energy (zero: lowest compared OMol25 entry of this formula, charge and spin): 1.8731 eV
Strongest force on any atom: 0.13445 hartree/bohr
Frontier orbital gap: 9.713 eV
Net charge: +1


5.
A structure of composition C15H20Br2N3NiO2S2 at a distorted geometry, computed with the ωB97M-V functional and the def2-TZVPD basis.

The geometry in XYZ format:
```
45
Properties=species:S:1:pos:R:3:mulliken_charge:R:1
Br 0.8485 0.3340 4.6991 -0.15
Br 0.2550 5.8962 3.8987 -0.21
Ni 0.1765 0.2128 -0.3640 0.78
S 2.2533 -0.2043 -0.9384 -0.48
S -2.7088 0.0096 0.5166 0.69
O -1.6936 -0.4738 -0.4942 -0.71
O 0.2626 0.3019 1.7343 -0.83
N 0.9146 -1.2703 -2.9391 -0.03
N -0.1393 2.3251 0.0010 0.04
N 2.1155 0.7187 -3.3836 -0.14
C -0.6667 2.8964 -2.2785 -1.33
C 0.0306 3.9384 1.7979 0.69
C -0.4315 3.2870 -0.8547 0.77
C 0.7668 -1.8671 -4.2539 -1.06
C -4.2792 -0.5722 -0.2170 -1.11
C 0.3249 1.4834 2.1751 0.70
C 0.0718 2.6163 1.3013 0.08
C -2.6673 -1.1983 1.8802 -1.05
C 0.2817 4.1470 3.1760 0.00
C 0.5430 3.0891 4.0196 -0.31
C 1.6618 1.0845 -4.7093 -1.09
C 0.5720 1.7917 3.5338 -0.30
C -0.5163 4.6266 -0.4370 -0.93
C 1.6856 -0.2422 -2.5652 0.67
C -0.2816 4.9525 0.8725 -0.77
H -0.2264 -1.6755 -4.6641 0.34
H -3.4063 -0.8975 2.6176 0.42
H 1.5233 -1.4978 -4.9413 0.37
H 0.8933 -2.9456 -4.1626 0.35
H -2.8825 -2.1953 1.5074 0.37
H -0.3524 5.9754 1.2096 0.40
H 2.8080 1.3259 -2.9679 0.27
H -1.6719 -1.1672 2.3161 0.32
H 0.6637 0.6967 -4.8954 0.40
H 0.7144 3.2708 5.0692 0.45
H -5.0791 -0.4102 0.4954 0.42
H 0.6368 -1.8655 -2.1620 0.18
H 1.6315 2.1723 -4.7753 0.35
H -4.1820 -1.6234 -0.4571 0.35
H -0.6502 1.8032 -2.3639 0.18
H -0.7776 5.3860 -1.1559 0.48
H -4.4679 -0.0024 -1.1202 0.37
H 2.3472 0.7219 -5.4796 0.38
H -1.6303 3.2658 -2.6286 0.42
H 0.1018 3.3222 -2.9237 0.27
```

Properties
HOMO energy (spin up / spin down): -9.67 / -9.64 eV
Multiplicity: 3
Relative energy (zero: lowest compared OMol25 entry of this formula, charge and spin): 0.8232 eV
Strongest force on any atom: 0.05596 hartree/bohr
Frontier orbital gap (spin up / spin down): 7.169 / 5.906 eV
Net charge: +1


6.
The molecule C5H6OS2 at a distorted geometry, computed with the ωB97M-V functional and the def2-TZVPD basis.

The geometry in XYZ format:
```
14
Properties=species:S:1:pos:R:3:mulliken_charge:R:1
S -2.8235 -0.4110 0.9097 -0.19
S 0.6941 1.0681 1.4113 -0.06
O 0.3650 -1.1025 -1.5446 -0.41
C 0.1635 1.4536 -0.2220 -0.46
C -0.1183 -0.8057 -0.1801 0.80
C 0.7398 0.1278 -0.9792 -0.28
C 0.7168 -0.7698 1.0620 -0.67
C -1.6694 -0.6396 -0.1644 -0.58
H 0.2939 -1.5005 1.7610 0.41
H 1.7838 0.0322 -0.5122 0.25
H -1.9028 -0.6574 -1.2953 0.32
H 1.8749 -0.8603 0.6000 0.27
H -0.8953 1.5550 -0.5870 0.32
H 0.7774 2.5102 -0.2592 0.30
```

Properties
HOMO energy: -8.91 eV
Multiplicity: 1
Relative energy (zero: lowest compared OMol25 entry of this formula, charge and spin): 6.5999 eV
SMILES: S=C[C@]12CSC[C@@H]1O2
Strongest force on any atom: 0.08603 hartree/bohr
Frontier orbital gap: 8.184 eV
Net charge: 0


> Which value of relative energy (zero: lowest compared OMol25 entry of this formula, charge and spin) does entry 3 give?

0.0000 eV


> Which of these has the highest net charge?

C37H59N3OPSSiTi